[1]
An isolated molecule of C2H3N5O. Source: the Open Molecules 2025 dataset; level of theory: ωB97M-V with the def2-TZVPD basis set.

Output
total energy	-11619.19849	eV
E_HOMO	-9.76	eV
energy relative to the best compared isomer or geometry (same formula, charge and spin)	1.631	eV
SMILES	Nc1nnnc(=O)[nH]1

```
11
Properties=species:S:1:pos:R:3:forces:R:3
N -1.8988 -0.4471 -0.0113 -0.29 -0.12 -0.03
C -0.6680 0.1206 -0.0782 1.03 -0.24 0.98
N -0.5645 1.4513 -0.0865 -0.27 -1.10 -0.33
N 0.6584 2.0063 -0.0013 0.86 -0.84 0.30
N 1.7497 1.3224 0.0515 -0.98 1.19 -0.58
C 1.7415 -0.0617 -0.0587 1.11 -0.81 1.07
O 2.7754 -0.7133 -0.0466 -1.51 0.43 -0.39
N 0.4799 -0.6668 0.0239 -0.95 -0.46 -0.68
H -2.0710 -1.4554 0.0159 0.45 0.83 -0.02
H -2.7138 0.1580 0.1459 0.91 -0.33 -0.27
H 0.5111 -1.7142 0.0453 -0.37 1.46 -0.05
```
Positions in Å, forces in eV/Å.

***

[2]
An isolated molecule of C2H4F3P. Source: the Open Molecules 2025 dataset; level of theory: ωB97M-V with the def2-TZVPD basis set.

Output
total energy	-19577.26243	eV
E_HOMO	-8.38	eV
energy relative to the best compared isomer or geometry (same formula, charge and spin)	3.320	eV
SMILES	C=[PH2]C(F)(F)F

```
10
Properties=species:S:1:pos:R:3:forces:R:3
C -1.2332 0.2397 -1.5815 1.94 -0.54 0.79
P -0.2671 -0.4131 -0.3143 -0.24 1.32 -0.58
C 1.0110 0.1712 1.2392 -3.74 1.31 -0.11
F 2.1189 0.3218 0.6205 2.99 0.27 -0.99
F 0.7161 1.3475 1.8846 -0.18 -0.05 -0.87
F 1.1296 -0.6706 2.2394 0.28 -1.64 0.45
H -0.7174 0.6718 -2.4283 -0.20 0.19 -0.05
H -2.2014 0.6102 -1.2836 -0.01 0.16 0.06
H 0.7174 -1.3166 -0.7540 -0.25 0.03 -0.06
H -1.2740 -0.9619 0.3779 -0.58 -1.05 1.37
```
Positions in Å, forces in eV/Å.

***

[3]
A cluster of 2 separate species, ClN2O2 in total. Source: the Open Molecules 2025 dataset; level of theory: ωB97M-V with the def2-TZVPD basis set.

Output
total energy	-19593.57653	eV
E_HOMO (alpha / beta)	-3.70 / -3.70	eV
total charge	-1
energy relative to the best compared isomer or geometry (same formula, charge and spin)	1.443	eV

```
5
Properties=species:S:1:pos:R:3:forces:R:3
N 0.0795 0.6909 -0.1272 0.37 5.66 0.35
N 0.8329 -0.2012 -0.0704 -0.58 -4.64 -0.28
O 0.7257 -1.3983 -0.1507 1.33 -0.57 0.15
O 0.2234 1.9075 -0.0726 -1.32 -0.52 -0.19
Cl -3.7479 -1.0334 0.1701 0.20 0.07 -0.02
```
Positions in Å, forces in eV/Å.

***

[4]
A cluster of 2 separate species, C4H8O2Si in total. Source: the Open Molecules 2025 dataset; level of theory: ωB97M-V with the def2-TZVPD basis set.

Output
total energy	-16248.02076	eV
E_HOMO (alpha / beta)	-7.92 / -7.92	eV
energy relative to the best compared isomer or geometry (same formula, charge and spin)	2.238	eV

```
15
Properties=species:S:1:pos:R:3:forces:R:3
C 1.7071 1.0139 -1.7960 -1.28 1.32 1.24
C -2.9244 -1.2335 0.4364 0.42 0.98 -0.49
C 1.6613 0.0235 -0.9072 -2.30 2.94 2.00
C -1.8370 -0.8420 -0.1931 2.42 0.33 -0.03
O 0.4073 1.5201 1.3528 0.45 -0.11 0.34
O 1.5948 -0.6935 1.9807 -1.09 -0.32 -2.51
Si 0.7503 0.0376 0.7826 -1.19 -0.67 -0.77
H 2.3482 0.8711 -2.6193 0.38 0.05 -1.25
H 1.1455 2.0083 -1.7302 1.00 -1.52 0.14
H -3.8583 -1.1881 -0.0642 -0.87 -0.48 -0.84
H -3.0458 -1.3531 1.4666 0.28 -0.26 1.62
H 2.0966 -0.8406 -1.1699 1.88 -3.09 -0.74
H -1.8650 -0.7541 -1.3025 0.26 0.23 0.80
H -0.2100 2.1175 0.9538 -0.51 0.20 -0.37
H 2.0293 -0.6871 2.8095 0.16 0.41 0.85
```
Positions in Å, forces in eV/Å.

***

Question: energy relative to the best compared isomer or geometry (same formula, charge and spin) of number 3 (ClN2O2)?
Answer: 1.443 eV